Record 1
43
Properties=species:S:1:pos:R:3:nbo_charge:R:1 method="wB97M-V/def2-TZVPD" homo_energy_ev=-10.961 e_above_lowest_kj_mol=76.1 total_charge=+1 gap_ev=6.4
K 3.180 -1.186 3.882 0.99
K 4.750 -0.034 0.678 0.98
O 2.383 -0.983 -0.713 -0.72
C 1.519 -0.941 0.167 0.96
O 0.373 -1.085 -0.225 -0.80
O 1.877 -0.804 1.358 -0.92
H 1.702 -1.129 -1.374 0.52
C -1.729 -0.285 4.875 -0.65
C -0.401 0.308 4.460 -0.08
O 0.348 0.303 5.626 -0.75
H -1.739 -1.080 5.622 0.22
H -2.134 -0.800 4.004 0.23
H -2.403 0.468 5.284 0.21
H -0.484 1.322 4.070 0.17
H 0.093 -0.178 3.619 0.18
H -0.040 0.926 6.245 0.48
C 3.390 2.761 -3.309 -0.64
C 2.602 2.372 -2.110 -0.07
O 3.529 2.155 -1.060 -0.77
H 4.321 2.194 -3.330 0.21
H 3.738 3.793 -3.347 0.21
H 2.932 2.466 -4.253 0.23
H 2.166 1.385 -2.260 0.19
H 1.784 3.071 -1.936 0.19
H 3.826 2.987 -0.684 0.47
C -0.057 -0.231 -3.946 -0.62
C -1.404 -0.139 -3.261 -0.08
O -1.150 0.524 -1.992 -0.76
H -0.137 -0.961 -4.752 0.21
H 0.712 -0.662 -3.306 0.17
H 0.346 0.724 -4.284 0.21
H -1.791 -1.082 -2.874 0.18
H -2.038 0.388 -3.973 0.19
H -0.823 -0.138 -1.379 0.49
C -4.126 -1.964 0.908 -0.63
C -2.844 -1.520 0.214 -0.07
O -2.047 -2.630 0.073 -0.73
H -5.030 -1.368 0.784 0.21
H -3.986 -2.002 1.988 0.19
H -4.492 -2.957 0.646 0.22
H -2.438 -0.678 0.775 0.15
H -3.074 -1.077 -0.755 0.15
H -1.204 -2.233 -0.155 0.49

***

Record 2
45
Properties=species:S:1:pos:R:3:nbo_charge:R:1 method="wB97M-V/def2-TZVPD" homo_energy_ev=-3.362 e_above_lowest_kj_mol=421.7 total_charge=-1 gap_ev=4.4
Li -19.547 28.974 14.286 0.93
N -20.157 26.885 10.732 0.72
O -19.776 26.551 9.617 -0.55
O -19.338 27.169 11.615 -0.62
O -21.390 26.898 10.862 -0.53
C -21.460 31.572 11.226 -0.64
C -21.135 32.491 12.400 -0.05
O -20.489 31.915 13.492 -1.02
H -20.479 31.265 10.863 0.20
H -22.052 32.038 10.439 0.18
H -22.018 30.669 11.471 0.20
H -21.993 33.095 12.695 0.09
H -20.548 33.366 12.120 0.10
C -17.380 25.179 5.028 -0.65
C -18.693 24.382 4.832 0.09
C -18.802 23.181 5.668 -0.63
O -19.833 25.170 5.072 -0.72
H -17.296 25.896 4.210 0.21
H -16.533 24.496 4.964 0.20
H -17.167 25.658 5.983 0.22
H -18.932 24.105 3.805 0.17
H -17.847 22.658 5.728 0.20
H -19.566 22.497 5.297 0.21
H -19.141 23.454 6.668 0.22
H -19.719 25.589 5.928 0.47
C -14.535 24.359 9.912 -0.09
C -15.014 23.801 11.281 -0.09
O -16.420 23.589 11.106 -0.72
O -14.973 25.743 9.749 -0.73
H -14.810 23.608 9.171 0.17
H -13.448 24.277 9.914 0.16
H -14.774 24.434 12.136 0.17
H -14.540 22.835 11.458 0.16
H -16.776 24.473 11.220 0.47
H -15.913 25.797 9.559 0.48
C -23.932 23.267 7.481 -0.11
C -25.263 24.063 7.299 -0.08
O -25.591 24.930 8.409 -0.70
O -24.037 22.502 8.641 -0.70
H -23.154 23.938 7.845 0.21
H -23.529 22.666 6.666 0.17
H -26.108 23.381 7.204 0.15
H -25.150 24.685 6.411 0.16
H -26.544 25.026 8.346 0.46
H -24.040 21.625 8.251 0.45

***

Record 3
51
Properties=species:S:1:pos:R:3:nbo_charge:R:1 method="wB97M-V/def2-TZVPD" multiplicity=3 homo_energy_ev="-5.788 / -5.723" total_charge=-1 gap_ev="8.3 / 6.9" s_squared=2.02
Ag 1.132 0.139 -0.161 1.27
C -2.371 -0.273 0.385 0.32
O -2.851 0.946 0.978 -0.56
O -1.008 -0.386 0.720 -0.94
C -3.310 -1.494 0.669 0.93
F -4.603 -1.230 0.384 -0.35
F -2.989 -2.572 -0.072 -0.33
F -3.299 -1.820 1.973 -0.33
C -3.842 1.739 0.264 -0.08
C -4.208 2.818 1.271 -0.62
H -3.385 3.482 1.538 0.21
H -4.934 3.498 0.823 0.19
H -4.571 2.419 2.218 0.22
H -4.698 1.072 0.157 0.18
H -3.584 2.135 -0.718 0.16
H -2.443 -0.099 -0.688 0.10
P 3.545 0.483 1.230 2.42
O 2.097 0.406 1.775 -0.87
O 4.030 -0.870 1.819 -0.73
O 4.264 1.708 1.871 -1.03
O 3.277 0.476 -0.276 -1.17
C 0.584 1.014 -3.083 -0.26
O 0.268 -0.072 -2.232 -0.74
H 1.451 1.455 -2.590 0.21
H 0.879 0.833 -4.117 0.18
H -0.186 1.782 -3.010 0.16
H -0.433 -0.628 -2.579 0.49
C -0.401 -2.548 3.459 -0.24
O 0.421 -1.665 2.762 -0.74
H -0.896 -3.257 2.794 0.14
H 0.080 -2.997 4.328 0.16
H -1.252 -2.000 3.865 0.15
H -0.168 -1.221 2.148 0.51
C 0.577 -3.121 -0.431 -0.26
O 1.609 -2.159 -0.341 -0.75
H -0.352 -2.570 -0.573 0.20
H 0.886 -3.819 -1.209 0.16
H 0.375 -3.652 0.499 0.17
H 2.432 -2.622 -0.168 0.49
C 5.064 -0.759 -2.766 -0.24
O 3.695 -0.816 -2.467 -0.77
H 5.564 -1.244 -1.928 0.16
H 5.207 -1.365 -3.661 0.16
H 5.494 0.238 -2.864 0.15
H 3.610 -0.420 -1.596 0.51
C -0.468 3.259 -0.142 -0.25
O 0.709 2.437 -0.169 -0.75
H -1.300 2.753 -0.631 0.18
H -0.767 3.474 0.884 0.18
H -0.295 4.189 -0.684 0.15
H 1.362 2.921 0.342 0.49

***

| no. | F_max (Eh/bohr) |
| --- | --- |
| 1 | 0.1421 |
| 2 | 0.0586 |
| 3 | 0.0785 |